(1)
A structure of composition C8H24AgO8. Source: the OMol25 dataset; level of theory: the ωB97M-V functional and the def2-TZVPD basis.

Multiplicity: 2
LUMO level (alpha / beta) (eV): -6.34 / -11.88
Charge: +2
<S²>: 0.75
HOMO-LUMO gap (alpha / beta) (Ha): 0.3487 / 0.1448
E_HOMO (alpha / beta) (eV): -15.826 / -15.824
Maximum force (eV/Å): 2.980

Last column: Löwdin charge in e.
Cartesian coordinates (Å):
Ag -0.130 0.700 0.565  1.197
C -1.495 3.557 0.215  -0.120
C -2.472 2.604 0.988  -0.167
O -1.840 1.658 1.829  -0.069
O -0.559 2.743 -0.583  -0.121
H -0.952 4.264 0.842  0.136
H -2.237 4.109 -0.363  0.137
H -3.077 1.940 0.370  0.134
H -3.109 3.203 1.639  0.150
H -2.434 1.138 2.375  0.134
H -0.142 3.237 -1.292  0.109
C 3.005 1.306 0.127  -0.221
C 2.981 0.525 1.418  -0.206
O 1.866 1.041 2.124  -0.086
O 2.019 0.920 -0.796  -0.080
H 3.931 0.999 -0.360  0.145
H 2.987 2.382 0.302  0.142
H 3.906 0.758 1.946  0.149
H 2.913 -0.544 1.214  0.126
H 2.058 0.725 3.010  0.111
H 2.153 1.274 -1.678  0.120
C -2.036 -0.711 -1.991  -0.176
C -0.874 -1.207 -2.843  -0.226
O -1.238 -1.071 -4.222  -0.041
O -1.701 -0.733 -0.620  -0.095
H -2.868 -1.402 -2.126  0.152
H -2.325 0.310 -2.241  0.135
H -0.643 -2.246 -2.608  0.109
H 0.050 -0.637 -2.749  0.111
H -0.557 -1.443 -4.787  0.099
H -1.542 -1.633 -0.326  0.065
C 0.730 -3.055 0.369  -0.202
C 0.511 -2.644 1.815  -0.193
O -0.137 -1.372 1.967  -0.121
O -0.475 -3.377 -0.335  -0.060
H 1.433 -3.888 0.349  0.140
H 1.241 -2.260 -0.175  0.109
H 1.440 -2.641 2.385  0.128
H -0.018 -3.403 2.392  0.138
H -0.128 -1.154 2.902  0.100
H -0.237 -3.972 -1.050  0.107



(2)
A structure of composition CH2O5P. Source: the OMol25 dataset; level of theory: the ωB97M-V functional and the def2-TZVPD basis.

Multiplicity: 1
LUMO level (eV): 4.10
Charge: -1
HOMO-LUMO gap (Ha): 0.3173
E_HOMO (eV): -4.537
Maximum force (eV/Å): 4.417

Last column: Löwdin charge in e.
Cartesian coordinates (Å):
C 0.677 0.214 -1.718  -0.634
O 0.812 -0.183 0.061  -0.453
O -0.212 0.995 -1.899  0.016
O -1.402 0.893 0.748  -0.390
O -0.346 -1.129 2.175  -0.304
O 1.515 -0.233 -2.427  0.073
P 0.037 0.342 1.413  0.662
H -1.353 0.851 -0.317  0.080
H 0.273 -1.749 1.964  -0.051